{"formula": "C26H26N3O5", "method": "ωB97M-V/def2-TZVPD", "species": ["O", "O", "O", "O", "O", "N", "N", "N", "C", "C", "C", "C", "C", "C", "C", "C", "C", "C", "C", "C", "C", "C", "C", "C", "C", "C", "C", "C", "C", "C", "C", "C", "C", "C", "H", "H", "H", "H", "H", "H", "H", "H", "H", "H", "H", "H", "H", "H", "H", "H", "H", "H", "H", "H", "H", "H", "H", "H", "H", "H"], "coordinates": [[-5.62, -0.28, 2.95], [-3.54, 0.25, 3.54], [-6.54, 0.47, 0.96], [-5.31, 2.05, 0.09], [1.49, -3.30, 2.57], [-1.99, -1.85, -2.66], [-5.60, 0.18, -2.12], [-3.00, 6.45, 3.68], [-2.22, 2.87, 2.87], [-2.28, 4.09, 3.55], [-3.55, 5.03, 1.75], [-3.48, -1.04, 0.57], [-2.95, 5.22, 3.02], [-1.81, -1.73, 2.37], [-4.74, -0.26, -1.44], [-2.88, 2.70, 1.64], [-2.01, -1.50, 1.00], [-2.72, -1.44, -1.84], [-3.47, 3.83, 1.06], [0.46, -2.58, 2.02], [-4.18, 6.89, 4.40], [-3.61, -0.91, -0.89], [-6.33, -1.93, 1.24], [-3.98, 0.32, 1.18], [-5.30, 0.98, 0.65], [-1.98, 7.44, 3.42], [-0.85, -1.66, 0.20], [-2.82, 1.37, 0.94], [-7.97, -0.56, 2.57], [-0.62, -2.25, 2.86], [2.55, -3.88, 1.76], [-6.60, -0.61, 1.90], [0.35, -2.22, 0.66], [-4.34, 0.12, 2.62], [-3.91, 7.47, 5.28], [1.21, -2.40, -0.01], [-1.89, 0.85, 1.27], [3.21, -4.33, 2.50], [-4.08, 5.87, 1.31], [-4.84, 7.52, 3.80], [-1.77, 7.98, 4.35], [-2.30, 8.18, 2.68], [-8.12, 0.39, 3.09], [-4.74, 6.00, 4.70], [-1.05, 6.97, 3.07], [3.09, -3.11, 1.20], [-0.53, -2.46, 3.92], [-8.04, -1.39, 3.28], [-4.20, -1.75, 1.10], [-1.81, 4.17, 4.53], [-2.58, -1.50, 3.10], [-8.76, -0.64, 1.82], [-6.22, -2.72, 1.99], [-1.70, 2.00, 3.28], [-3.93, 3.72, 0.07], [-5.46, -1.88, 0.59], [2.18, -4.68, 1.10], [-7.12, -2.19, 0.52], [-0.76, -1.38, -0.85], [-2.78, 1.49, -0.15]], "nbo_charge": [-0.5379, -0.5810, -0.5235, -0.5609, -0.5161, -0.4968, -0.4247, -0.4962, -0.1894, -0.2349, -0.2581, -0.1757, 0.1452, -0.2093, 0.2738, -0.0451, 0.0389, 0.3406, -0.1273, 0.3116, -0.3876, -0.5931, -0.6755, -0.2757, 0.8321, -0.3851, -0.2207, -0.4136, -0.6269, -0.2823, -0.2499, 0.5391, -0.3059, 0.8236, 0.1797, 0.2106, 0.2371, 0.1917, 0.2027, 0.1607, 0.1781, 0.1600, 0.2301, 0.2111, 0.2092, 0.1784, 0.2111, 0.2160, 0.1835, 0.2058, 0.2313, 0.2278, 0.2205, 0.2252, 0.2354, 0.2484, 0.1830, 0.2372, 0.2576, 0.2558], "charge": -1}

=====

{"formula": "C23H27N2O3P", "method": "ωB97M-V/def2-TZVPD", "species": ["P", "O", "O", "O", "N", "N", "C", "C", "C", "C", "C", "C", "C", "C", "C", "C", "C", "C", "C", "C", "C", "C", "C", "C", "C", "C", "C", "C", "C", "H", "H", "H", "H", "H", "H", "H", "H", "H", "H", "H", "H", "H", "H", "H", "H", "H", "H", "H", "H", "H", "H", "H", "H", "H", "H", "H"], "coordinates": [[0.21, -0.79, -2.73], [0.10, -2.37, -2.48], [0.76, -0.49, -4.06], [-1.23, -0.16, -2.47], [-2.35, -0.97, 0.94], [3.66, -0.02, -2.04], [-0.22, -0.24, 0.84], [3.97, 1.34, 2.41], [-3.52, -1.77, 0.65], [0.20, -4.70, -3.23], [-0.59, 1.50, 2.83], [3.70, 2.71, 2.35], [1.78, 2.21, 0.94], [-3.45, 0.34, -3.20], [-2.95, 1.65, 3.49], [2.09, 0.85, 0.96], [-1.13, -1.16, 0.34], [0.81, -3.33, -3.36], [-2.27, 0.08, 1.85], [-1.61, 2.07, 3.61], [4.56, 3.73, 3.06], [2.55, 0.02, -1.69], [-2.41, -0.75, -3.11], [1.14, -0.19, 0.22], [-0.91, 0.54, 1.87], [-3.29, 0.62, 2.61], [2.59, 3.12, 1.62], [1.15, 0.06, -1.31], [3.19, 0.42, 1.71], [0.44, 1.78, 3.02], [-4.30, 0.27, 2.48], [3.99, 4.28, 3.82], [4.97, 4.48, 2.36], [5.43, 3.26, 3.54], [-2.73, -1.58, -2.46], [4.83, 1.00, 2.99], [-0.76, -4.78, -3.76], [-2.16, -1.13, -4.12], [3.41, -0.65, 1.80], [2.35, 4.18, 1.56], [-3.73, 2.13, 4.09], [-3.49, 0.94, -2.29], [-4.44, -0.11, -3.37], [1.60, -1.18, 0.41], [0.76, -3.00, -4.41], [0.85, 2.53, 0.47], [-3.39, -2.81, 1.00], [-1.37, 2.85, 4.33], [-4.39, -1.31, 1.13], [-3.23, 1.00, -4.04], [0.88, -5.44, -3.68], [0.70, 1.06, -1.47], [-3.68, -1.78, -0.44], [-0.97, -2.00, -0.34], [1.86, -3.34, -3.05], [0.04, -4.97, -2.18]], "nbo_charge": [2.3959, -0.8552, -1.0796, -0.8263, -0.3554, -0.3005, -0.1346, -0.2098, -0.3957, -0.6311, -0.2169, -0.0146, -0.1569, -0.6326, -0.2153, -0.0366, 0.0005, -0.0561, 0.1317, -0.2405, -0.6307, 0.2831, -0.0602, -0.2215, -0.0171, -0.2470, -0.2293, -0.6721, -0.1906, 0.2275, 0.2089, 0.2205, 0.2228, 0.2161, 0.1759, 0.2122, 0.2099, 0.1985, 0.2153, 0.2112, 0.2141, 0.2255, 0.2162, 0.2260, 0.2104, 0.2099, 0.2051, 0.2137, 0.2163, 0.2207, 0.2243, 0.2827, 0.1972, 0.2275, 0.1899, 0.2163], "smiles": "CCOP(=O)(OCC)[C@H](C#N)[C@@H](c1ccc(C)cc1)c1cn(C)c2ccccc12"}

=====

{"formula": "H28NO12", "method": "ωB97M-V/def2-TZVPD", "species": ["O", "O", "O", "O", "O", "O", "O", "O", "O", "O", "O", "O", "N", "H", "H", "H", "H", "H", "H", "H", "H", "H", "H", "H", "H", "H", "H", "H", "H", "H", "H", "H", "H", "H", "H", "H", "H", "H", "H", "H", "H"], "coordinates": [[2.46, 39.38, 28.46], [0.03, 39.06, 30.56], [-3.55, 35.40, 28.35], [1.84, 36.61, 25.55], [-3.42, 37.94, 29.64], [-1.54, 39.33, 28.19], [0.44, 33.69, 25.67], [-1.64, 36.84, 25.36], [3.34, 35.70, 28.16], [-0.95, 34.11, 27.80], [-2.74, 35.61, 31.42], [2.32, 33.17, 27.48], [0.01, 36.80, 28.10], [3.64, 35.35, 29.01], [-0.15, 36.90, 27.11], [0.68, 35.92, 28.21], [-2.36, 37.52, 25.74], [-2.79, 38.47, 28.88], [-0.49, 33.99, 27.00], [1.77, 36.18, 24.69], [1.28, 33.66, 26.38], [2.77, 39.18, 27.68], [0.20, 39.18, 31.45], [-0.87, 39.86, 28.52], [-0.86, 36.55, 28.68], [-3.60, 35.62, 31.85], [0.53, 39.87, 30.29], [2.66, 38.74, 29.17], [-3.90, 35.04, 27.53], [-4.05, 34.89, 29.13], [2.58, 36.21, 25.84], [-3.54, 37.09, 29.11], [3.16, 32.66, 27.73], [3.99, 36.37, 27.94], [0.56, 37.56, 28.36], [-1.83, 40.02, 27.66], [-2.39, 36.13, 25.14], [-2.78, 36.34, 30.88], [-1.80, 33.98, 27.55], [2.77, 34.13, 27.56], [0.63, 34.31, 24.87]], "nbo_charge": [-0.9474, -0.9393, -0.9826, -0.9279, -1.0136, -0.9232, -1.0073, -0.9522, -0.9712, -0.9740, -0.9480, -0.9719, -0.8790, 0.5032, 0.4717, 0.4626, 0.4759, 0.4873, 0.4819, 0.4767, 0.5151, 0.4688, 0.4763, 0.4850, 0.4893, 0.4688, 0.4652, 0.4830, 0.4827, 0.5167, 0.4536, 0.4778, 0.5054, 0.4973, 0.4284, 0.4795, 0.4816, 0.4752, 0.4626, 0.4898, 0.4764], "charge": 1}

=====

{"formula": "C3H3N3O2", "method": "ωB97M-V/def2-TZVPD", "species": ["O", "O", "N", "N", "N", "C", "C", "C", "H", "H", "H"], "coordinates": [[0.01, 1.43, 2.27], [1.78, -1.49, -0.09], [0.28, -0.47, -1.84], [0.54, 0.45, 1.41], [-1.11, -0.07, -1.62], [0.24, 0.37, 0.19], [-1.04, 0.51, -0.46], [0.87, -0.68, -0.58], [-1.98, 0.93, -0.18], [0.44, 0.67, 3.32], [-0.03, -1.63, -2.41]], "nbo_charge": [-0.4908, -0.5320, -0.4661, 0.0012, -0.1863, -0.0463, -0.0189, 0.6057, 0.2247, 0.5134, 0.3953]}

=====

{"formula": "C5H7N", "method": "ωB97M-V/def2-TZVPD", "species": ["N", "C", "C", "C", "C", "C", "H", "H", "H", "H", "H", "H", "H"], "coordinates": [[-0.50, 0.13, 0.73], [-1.82, 0.29, 0.15], [-1.08, -0.99, 0.01], [0.56, 0.84, 0.04], [2.87, -0.49, -0.08], [1.83, 0.10, 0.02], [3.80, -1.01, -0.17], [-0.66, -1.23, -0.97], [-1.34, -1.85, 0.61], [-1.90, 0.91, -0.75], [0.29, 1.06, -1.01], [0.70, 1.81, 0.54], [-2.65, 0.38, 0.84]], "nbo_charge": [-0.3834, -0.2605, -0.2621, -0.2995, -0.2282, -0.0191, 0.2362, 0.1939, 0.2073, 0.1870, 0.1930, 0.2296, 0.2059], "smiles": "C#CCN1CC1"}

=====

{"formula": "C5H12N2O2", "method": "ωB97M-V/def2-TZVPD", "species": ["O", "O", "N", "N", "C", "C", "C", "C", "C", "H", "H", "H", "H", "H", "H", "H", "H", "H", "H", "H", "H"], "coordinates": [[-1.39, 0.20, 1.62], [2.60, 0.49, -1.09], [-3.20, 1.52, 1.20], [-1.19, 1.88, 0.10], [1.86, 0.26, 1.20], [0.56, -1.27, -0.69], [-1.89, 1.14, 1.02], [1.14, -2.11, -1.80], [1.94, 0.13, -0.16], [-0.19, 1.79, 0.14], [-1.55, 2.78, -0.19], [-3.69, 1.99, 0.46], [-0.08, -0.47, -1.06], [1.62, -3.02, -1.43], [1.46, -1.18, 0.34], [-3.75, 0.88, 1.75], [0.90, 0.17, 1.69], [1.89, -1.55, -2.35], [0.36, -2.40, -2.51], [2.72, 0.59, 1.77], [-0.10, -1.82, -0.01]], "nbo_charge": [-0.6652, -0.5606, -0.8469, -0.8531, -0.7415, -0.6375, 0.7806, -0.6273, 0.5388, 0.4134, 0.3876, 0.3853, 0.2511, 0.2069, 0.3698, 0.4038, 0.2646, 0.2294, 0.2130, 0.2353, 0.2525]}

=====

Here are the calculated E numbers, same order: -1546.79547, -1569.28520, -974.08602, -430.60439, -249.35292, -457.60551 (Eh).
Here are the calculated energy above the lowest of the compared OMol25 structures with the same formula, charge and spin numbers, same order: 43.0, 8.8, 81.2, 198.7, 75.5, 90.0 (kcal/mol).